The following is a DFT calculation (the ωB97M-V functional and the def2-TZVPD basis) of a cluster of 2 separate species, C4H8NO3 in total.

Element x y z (Å)
O -0.877 -0.677 3.645
O -1.227 0.630 -1.937
O 0.514 -0.181 -0.785
N 0.798 -0.758 2.123
C -0.096 0.112 -1.851
C 0.615 -0.183 -3.181
C -0.381 -0.249 2.614
C -0.847 0.888 1.753
H 1.114 -1.649 2.474
H -0.814 0.516 0.720
H -0.130 -0.600 -3.849
H -1.870 1.225 1.956
H 1.408 -0.916 -3.063
H 0.950 0.751 -3.624
H 0.980 -0.621 1.131
H -0.136 1.710 1.874

For the total energy, the calculation gives -11913.04431 eV. Its energy above the lowest of the compared OMol25 structures with the same formula, charge and spin is 24.1 kJ/mol. Its net charge is -1. As for the orbital gap: 8.5912 eV.